Run w
{"formula": "C12H16N2", "method": "the ωB97M-V functional and the def2-TZVPD basis", "symbols": ["C", "C", "C", "C", "C", "C", "C", "C", "C", "C", "C", "C", "N", "N", "H", "H", "H", "H", "H", "H", "H", "H", "H", "H", "H", "H", "H", "H", "H", "H"], "positions_angstrom": [[1.790, -2.459, -2.071], [1.468, -3.102, -0.807], [1.103, -1.404, -2.506], [0.749, -2.570, 0.173], [0.188, -0.771, -1.592], [0.043, -1.277, -0.119], [-1.474, 1.374, 1.012], [-1.732, 0.081, 0.814], [-0.148, 2.006, 1.162], [-3.139, -0.463, 0.591], [0.956, 1.335, 2.068], [1.063, 3.177, -0.414], [-0.788, -0.925, 0.744], [0.469, 2.114, -0.166], [2.608, -2.945, -2.681], [2.037, -4.117, -0.640], [1.258, -0.771, -3.382], [0.462, -3.233, 0.944], [-0.853, -0.690, -1.973], [-2.210, 2.093, 1.309], [-0.287, 3.091, 1.480], [-3.730, 0.324, 0.870], [-3.239, -1.293, 1.344], [-3.249, -0.857, -0.400], [1.605, 2.152, 2.369], [1.467, 0.549, 1.557], [0.700, 0.881, 3.050], [1.497, 3.400, -1.396], [0.422, 0.307, -1.585], [0.965, 3.993, 0.247]], "homo_ev": -8.09, "multiplicity": 1, "lumo_energy_ev": 0.60, "charge": 0, "smiles": "C=N[C@H](C)/C=C(C)\\N=C1\\C=CC=CC1", "homo_lumo_gap_ev": 8.7, "mol_weight_g_mol": 188.27}



Run x
{"formula": "C12H16N2", "method": "the ωB97M-V functional and the def2-TZVPD basis", "symbols": ["C", "C", "C", "C", "C", "C", "C", "H", "H", "H", "H", "H", "H", "H", "H", "C", "C", "C", "C", "C", "N", "N", "H", "H", "H", "H", "H", "H", "H", "H"], "positions_angstrom": [[-1.136, 3.882, 1.413], [1.468, 3.203, -1.029], [0.722, 2.421, -1.953], [0.855, 3.542, 0.144], [-0.525, 3.222, 0.259], [-0.512, 1.995, -1.714], [-1.210, 2.531, -0.631], [2.382, 3.596, -1.360], [0.998, 2.345, -3.052], [1.244, 3.759, 1.080], [-0.928, 0.946, -1.979], [-2.204, 4.200, 1.122], [-0.648, 4.857, 1.525], [-2.137, 2.205, -0.511], [-1.245, 3.197, 2.300], [-0.162, -4.394, 0.859], [-0.786, -3.865, 2.151], [0.398, -3.241, -0.078], [-0.205, -2.121, -0.563], [1.861, -2.191, -1.313], [1.630, -3.449, -0.746], [0.795, -1.376, -1.102], [0.691, -5.072, 1.024], [-1.008, -4.936, 0.122], [-0.817, -4.561, 2.834], [-1.202, -1.769, -0.467], [2.856, -1.974, -1.932], [0.893, -0.340, -1.091], [-1.785, -3.518, 2.008], [-0.286, -3.094, 2.682]], "homo_ev": -8.34, "multiplicity": 1, "lumo_energy_ev": 0.71, "charge": 0, "smiles": "CCc1c[nH]cn1.Cc1ccccc1", "homo_lumo_gap_ev": 9.0, "mol_weight_g_mol": 188.27}



Order from most stable to least stable according to the calculation: run w, run x



Run w
{"formula": "C3H11BN2O", "method": "the ωB97M-V functional and the def2-TZVPD basis", "symbols": ["B", "C", "C", "C", "N", "N", "O", "H", "H", "H", "H", "H", "H", "H", "H", "H", "H", "H"], "positions_angstrom": [[0.122, -0.214, 0.321], [3.099, 0.350, -0.315], [-2.091, -1.476, 0.111], [-1.321, 1.723, -0.032], [2.246, -0.592, 0.388], [-0.642, -1.309, -0.073], [-0.076, 1.108, 0.297], [2.630, 0.391, -1.392], [3.008, 1.295, 0.210], [4.220, 0.023, -0.221], [-2.347, -2.358, 0.901], [-2.466, -0.573, 0.357], [-2.436, -1.819, -0.933], [-2.114, 1.689, 0.680], [-1.785, 1.085, -0.943], [-1.294, 2.836, -0.185], [2.409, -0.637, 1.393], [-0.110, -2.083, -0.331]], "homo_ev": -7.41, "multiplicity": 1, "lumo_energy_ev": 0.56, "charge": 0, "homo_lumo_gap_ev": 8.0, "mol_weight_g_mol": 101.95}



Run x
{"formula": "C3H11BN2O", "method": "the ωB97M-V functional and the def2-TZVPD basis", "symbols": ["B", "C", "C", "C", "N", "N", "O", "H", "H", "H", "H", "H", "H", "H", "H", "H", "H", "H"], "positions_angstrom": [[0.752, 0.575, -0.485], [-0.853, 2.048, -1.503], [1.666, -1.266, 1.031], [-1.862, -1.360, 0.963], [0.470, 1.382, -1.593], [1.760, -0.013, 0.281], [-1.569, -0.162, 0.475], [-1.385, 1.365, -0.805], [-0.709, 3.128, -1.166], [-1.341, 2.000, -2.511], [2.596, -1.861, 0.945], [1.594, -1.139, 2.045], [1.005, -1.916, 0.504], [-2.461, -1.138, 1.934], [-0.906, -2.010, 1.314], [-2.587, -2.030, 0.455], [1.140, 1.831, -2.201], [2.692, 0.565, 0.317]], "homo_ev": -7.29, "multiplicity": 1, "lumo_energy_ev": -0.11, "charge": 0, "homo_lumo_gap_ev": 7.2, "mol_weight_g_mol": 101.95}



Order from most stable to least stable according to the calculation: run w, run x



Run w
{"formula": "C3H4BrNO", "method": "the ωB97M-V functional and the def2-TZVPD basis", "symbols": ["C", "C", "C", "N", "O", "Br", "H", "H", "H", "H"], "positions_angstrom": [[0.015, -0.937, -1.075], [0.628, 0.805, 0.132], [-0.423, -0.018, 0.952], [0.743, 0.083, -1.107], [-0.825, -1.177, 0.207], [-0.399, -1.940, -2.514], [0.233, 1.809, 0.033], [1.656, 0.831, 0.526], [-0.360, -0.204, 2.014], [-1.270, 0.747, 0.831]], "homo_ev": -9.80, "multiplicity": 1, "lumo_energy_ev": 0.77, "charge": 0, "smiles": "BrC1=NCCO1", "homo_lumo_gap_ev": 10.6, "mol_weight_g_mol": 149.98}



Run x
{"formula": "C3H4BrNO", "method": "the ωB97M-V functional and the def2-TZVPD basis", "symbols": ["C", "C", "C", "N", "O", "Br", "H", "H", "H", "H"], "positions_angstrom": [[1.744, 0.562, -0.083], [-1.166, 0.423, -0.954], [-1.057, 0.870, 0.270], [2.602, 0.132, 0.646], [1.108, 1.056, -0.979], [-0.331, 2.834, 0.598], [-1.171, 1.111, -1.742], [-1.458, -0.563, -1.339], [-1.182, 0.457, 1.224], [3.589, 0.302, 0.807]], "homo_ev": -9.43, "multiplicity": 1, "lumo_energy_ev": 0.58, "charge": 0, "smiles": "C=CBr.N=C=O", "homo_lumo_gap_ev": 10.0, "mol_weight_g_mol": 149.98}



Order from most stable to least stable according to the calculation: run w, run x